{"formula": "C42H46BrCl2NO5RhSSb", "method": "ωB97M-V/def2-TZVPD", "e_homo_ev": [-7.6, -7.6], "s2": 6.03, "e_tot_ha": -6302.21420, "max_force_ha_per_bohr": 0.0655, "orbital_gap_ha": [0.2941, 0.1861], "spin_multiplicity": 5, "symbols": ["Sb", "Rh", "Br", "Cl", "Cl", "S", "O", "O", "O", "O", "O", "N", "C", "C", "C", "C", "C", "C", "C", "C", "C", "C", "C", "C", "C", "C", "C", "C", "C", "C", "C", "C", "C", "C", "C", "C", "C", "C", "C", "C", "C", "C", "C", "C", "C", "C", "C", "C", "C", "C", "C", "C", "C", "C", "H", "H", "H", "H", "H", "H", "H", "H", "H", "H", "H", "H", "H", "H", "H", "H", "H", "H", "H", "H", "H", "H", "H", "H", "H", "H", "H", "H", "H", "H", "H", "H", "H", "H", "H", "H", "H", "H", "H", "H", "H", "H", "H", "H", "H", "H"], "coordinates": [[-2.587718, 0.968368, -1.150012], [-0.284464, -0.431024, -0.788769], [-0.604155, -0.314950, 1.908401], [0.509214, 3.768913, -3.658516], [0.169293, 0.750118, -2.918986], [1.319583, -3.086384, -0.468052], [1.652819, -2.416953, 0.778884], [-1.938471, -2.712718, -3.680990], [2.322330, -3.808624, -1.198387], [1.416337, 0.542539, -0.088451], [-1.715796, -1.308420, -1.989971], [0.810456, -2.001489, -1.580845], [-4.696581, 2.081585, 0.935073], [4.015526, 2.486321, -0.312491], [-4.631199, 1.611989, -0.372536], [3.051647, -1.094574, 6.011145], [4.608603, 0.804566, 5.492373], [-0.792210, -6.418373, 0.367053], [-2.869222, 1.825563, -4.215249], [-0.047891, -4.207782, -0.129466], [1.214414, 2.304156, -2.948662], [-3.999648, 0.563059, -5.915414], [3.968573, 0.328311, 2.527639], [5.148659, -1.500154, 4.710558], [-6.986805, 2.724907, 0.669674], [5.849725, 1.030710, 0.576683], [-3.200921, 0.881090, -3.249663], [-6.935466, 2.321173, -0.658596], [-3.237839, -6.828268, 0.975656], [3.225297, -0.189424, 3.605989], [0.305517, -2.421892, -2.820324], [0.237100, -5.573541, 0.003775], [-4.354506, -0.372156, -4.947787], [1.838410, -0.330933, 3.430673], [-3.933695, -0.222749, -3.645581], [-2.105391, -5.913754, 0.578245], [-0.944187, 5.656597, -0.646561], [-2.103376, 5.409827, -1.358914], [4.353145, 1.043587, 0.134020], [-5.838170, 2.640383, 1.446101], [-1.892027, 3.057271, -0.924512], [-5.761606, 1.758158, -1.163570], [3.420861, 0.587963, 1.281355], [-0.802406, 3.327449, -0.110915], [-0.329736, 4.622002, 0.031036], [-1.248154, -2.165725, -2.861554], [1.992170, 0.349821, 1.091346], [-3.207294, 1.627774, -5.551410], [1.239881, -0.064199, 2.203820], [4.260783, 0.121511, -1.109064], [-2.559793, 4.109096, -1.531494], [-1.296731, -3.666616, 0.066961], [3.975651, -0.498231, 4.917519], [-2.332737, -4.521046, 0.459412], [5.600514, -1.781897, 5.659376], [-4.104993, -1.017129, -2.922076], [6.048519, 1.704782, 1.399702], [5.044853, 0.601137, 6.461672], [-0.308095, 2.514005, 0.429175], [-5.855536, 2.988060, 2.474950], [2.073887, 1.996828, -3.554285], [2.276991, -0.383646, 6.302367], [3.632971, -1.325502, 6.899728], [5.041412, 0.507382, 2.658537], [-0.500704, 6.650956, -0.584486], [3.891830, 1.605433, 5.622202], [-3.444933, 3.940156, -2.140873], [1.475426, 2.469140, -1.909333], [-4.027037, -6.248724, 1.444013], [0.660213, -1.781488, -3.634763], [4.524164, 2.711226, -1.245910], [-3.829429, 1.943389, 1.582875], [6.157396, 0.040606, 0.904123], [-2.636703, 6.211766, -1.865225], [-4.958632, -1.239157, -5.258684], [-5.749995, 1.450613, -2.215894], [4.559713, -0.907703, -0.897041], [6.468325, 1.337645, -0.253288], [0.538340, 4.813533, 0.648210], [3.229467, 0.027292, -1.457489], [1.177869, -0.633775, 4.249712], [1.261767, -5.888053, -0.256833], [5.398488, 1.193334, 4.841742], [-7.896303, 3.161009, 1.111224], [-4.364840, 0.466800, -6.939650], [2.574630, -1.998564, 5.661416], [-2.886298, -7.596492, 1.670696], [-2.867506, 2.356314, -6.298907], [-2.315498, 2.724634, -3.961408], [-0.620797, -7.503179, 0.434565], [-7.834115, 2.357380, -1.284962], [4.859828, 0.509130, -1.937866], [4.362730, 3.233140, 0.421617], [2.944645, 2.603331, -0.496208], [-1.450008, -2.602161, -0.039553], [-3.680383, -7.336134, 0.108794], [0.449671, -3.485719, -3.039118], [5.947094, -1.104391, 4.093296], [-3.323617, -4.106196, 0.637913], [4.786882, -2.413939, 4.269299]], "atomic_forces_ev_per_a": [[-2.276, 2.477, -0.099], [1.144, 0.811, 2.119], [-0.167, -0.116, 0.164], [-0.047, -0.911, 0.342], [0.654, 2.024, -1.316], [0.360, -0.153, -0.504], [-0.411, -0.454, -1.241], [-0.030, -0.264, -0.332], [0.502, -0.797, 0.562], [0.257, 0.264, 0.482], [0.028, -1.064, -0.588], [0.077, 0.410, 1.809], [1.095, -0.705, 0.132], [0.000, -0.023, 0.334], [0.672, -0.092, -0.266], [0.212, 0.606, -0.542], [-0.091, -0.248, -0.532], [-0.884, -0.240, -0.128], [0.379, 0.221, 0.072], [0.905, 0.259, -0.176], [0.229, -0.570, -0.227], [-0.309, -0.339, -0.138], [-0.204, -0.248, -0.128], [-0.534, 0.255, -0.003], [-0.312, 0.558, -0.009], [-0.855, -0.141, -0.015], [0.342, 0.544, 0.452], [-0.321, -0.395, 0.180], [0.218, -0.076, -0.196], [-0.259, 0.193, 0.075], [-1.631, -0.566, -0.554], [0.328, 0.658, -0.476], [-0.592, -0.437, -0.876], [0.029, -0.109, 0.576], [0.035, -0.704, 0.664], [0.595, 0.732, 0.097], [0.169, 0.467, 0.322], [-0.189, 0.106, -0.726], [0.413, 0.083, -0.207], [-0.619, 0.150, 0.465], [-0.387, -1.030, -0.306], [-0.004, -0.143, -0.878], [-0.563, -0.261, -0.201], [0.247, -0.552, 0.308], [0.289, -0.128, -0.029], [-0.016, -0.498, -0.415], [0.654, 0.499, -0.441], [0.133, 0.865, -0.095], [1.461, 0.309, -0.113], [-0.660, -0.248, 0.198], [-0.195, 0.253, 0.002], [-0.408, -0.707, 0.612], [0.224, 0.191, 0.720], [0.369, -0.682, -0.301], [-0.052, 0.183, 0.237], [-0.199, 0.081, -0.213], [-0.022, 0.344, 0.163], [0.196, -0.122, 0.257], [-0.041, 0.215, -0.196], [0.009, -0.053, -0.100], [-0.319, 0.183, 0.267], [-0.051, 0.020, -0.019], [0.096, -0.045, 0.055], [-0.617, -0.226, 0.102], [-0.343, -0.144, -0.014], [-0.376, 0.101, -0.011], [0.082, -0.046, 0.121], [-0.142, 0.013, -0.046], [-0.112, -0.031, 0.137], [0.387, -0.301, 0.014], [0.172, 0.001, -0.182], [-0.117, 0.248, -0.052], [0.045, -0.182, -0.155], [0.159, -0.027, 0.141], [0.371, 0.424, 0.362], [0.051, 0.034, 0.396], [0.230, 0.104, 0.141], [0.178, 0.052, -0.332], [0.040, -0.002, 0.006], [0.003, 0.187, 0.012], [0.441, -0.050, -0.234], [-0.694, -0.078, 0.370], [-0.061, -0.123, 0.025], [0.437, -0.299, -0.373], [0.253, -0.092, 0.268], [-0.158, -0.346, -0.080], [-0.118, 0.096, -0.069], [-0.240, -0.284, 0.333], [0.080, -0.147, 0.084], [-0.072, 0.568, 0.060], [0.433, 0.116, 0.198], [0.109, 0.006, 0.185], [-0.328, -0.295, -0.122], [0.083, 0.038, 0.235], [-0.214, -0.112, 0.028], [0.176, 0.097, 0.104], [0.166, 0.268, -0.110], [0.033, 0.157, -0.254], [0.149, -0.184, -0.026], [-0.157, -0.385, -0.342]], "mulliken_spin": [0.008, 2.463, 0.154, 0.005, 0.112, 0.000, 0.003, 0.043, 0.027, 0.272, 0.128, 0.401, 0.001, 0.007, 0.107, 0.001, 0.006, 0.000, 0.005, -0.004, -0.008, 0.001, -0.022, 0.005, -0.001, 0.000, 0.031, 0.003, 0.000, 0.040, -0.001, -0.001, 0.004, -0.021, -0.005, 0.001, -0.001, 0.002, 0.000, 0.004, 0.013, -0.017, 0.013, -0.001, 0.000, 0.032, 0.111, 0.002, -0.005, -0.003, -0.006, 0.032, -0.002, 0.003, 0.000, 0.000, 0.000, 0.000, 0.007, 0.000, 0.001, 0.000, 0.000, -0.001, 0.000, 0.000, 0.000, 0.005, 0.000, 0.013, -0.001, 0.001, 0.000, 0.000, 0.000, 0.002, -0.002, 0.000, 0.000, -0.003, -0.004, 0.000, -0.001, 0.000, 0.000, -0.001, 0.000, 0.000, 0.002, 0.000, 0.000, 0.000, 0.000, 0.002, 0.019, 0.000, 0.016, 0.000, 0.001, -0.001]}